Density functional theory data (the ωB97M-V functional and the def2-TZVPD basis) for a molecular structure, C33H35Cl48F3N2O3S.

Each line ends with the Löwdin charge.
Geometry (Å):
N  4.9604  2.5343  3.2804  -0.01
C  5.3361  1.5381  2.2392  -0.27
C  4.6196  0.2186  2.4464  -0.18
C  4.9682  -0.8570  1.3647  -0.15
C  3.7589  -1.3435  0.6284  -0.15
C  3.6309  -1.1887  -0.7506  -0.49
S  4.8990  -0.4096  -1.7470  0.79
C  2.5040  -1.6247  -1.4288  -0.09
C  1.4444  -2.2026  -0.7692  -0.02
C  1.5482  -2.3421  0.5990  -0.09
C  2.6799  -1.9415  1.2832  -0.03
C  2.7034  -2.1587  2.7653  -0.25
O  3.7012  -2.5009  3.3571  0.13
C  1.3806  -1.9714  3.4410  0.04
C  1.3379  -1.3605  4.8153  -0.55
F  0.6930  -2.1147  5.7182  0.16
F  0.7111  -0.1596  4.7575  -0.21
F  2.5587  -1.1139  5.3064  0.16
C  0.2857  -2.3318  2.7796  -0.06
C  -1.1205  -2.1897  3.2613  -0.04
C  -1.7470  -0.8872  2.6684  -0.28
O  -0.8356  -0.2140  1.8037  -0.02
C  -2.1915  0.0809  3.8014  -0.48
N  -1.7880  1.4723  3.5363  -0.11
C  0.4411  -2.9188  1.4065  -0.28
O  -0.3060  -3.7747  0.9927  0.13
H  5.0629  2.0675  4.1786  0.06
H  3.9553  2.6672  3.1974  0.04
H  5.0578  2.0003  1.2952  0.11
H  6.4135  1.4132  2.3212  0.11
H  4.8150  -0.1767  3.4405  0.11
H  3.5378  0.3778  2.4171  0.10
H  5.6639  -0.3836  0.6821  0.06
H  5.4678  -1.6760  1.8691  0.09
H  4.1950  0.6753  -2.1007  -0.13
H  2.4443  -1.4793  -2.4971  0.09
H  0.5603  -2.5362  -1.3041  -0.01
H  -1.1628  -2.1351  4.3431  0.11
H  -1.7035  -3.0450  2.9327  0.13
H  -2.6147  -1.1303  2.0547  0.14
H  -0.9653  -0.5442  0.9096  0.10
H  -1.7520  -0.1995  4.7583  -0.09
H  -3.2773  0.1148  3.8910  -0.03
H  -2.5318  2.1037  3.7841  0.03
H  -0.9455  1.7121  4.0400  -0.10
C  -2.7262  -2.9646  -3.1882  -1.50
Cl  -3.6505  -1.4629  -3.2344  0.49
Cl  -1.4315  -2.8201  -1.9884  0.63
Cl  -3.7550  -4.3523  -2.8747  0.55
H  -2.2691  -3.0976  -4.1603  0.01
C  0.3631  3.0019  5.0061  -1.47
Cl  1.5554  4.0267  5.8023  0.56
Cl  -0.5705  3.9092  3.8172  0.58
Cl  1.1300  1.5987  4.2530  0.85
H  -0.3310  2.6433  5.7545  -0.08
C  -5.5273  0.8979  -4.9232  -1.55
Cl  -5.4064  2.6593  -4.8711  0.54
Cl  -6.9508  0.3973  -5.8309  0.55
Cl  -4.0623  0.1961  -5.6062  0.46
H  -5.6337  0.5369  -3.9071  0.00
C  -4.0844  5.9373  2.0550  -1.56
Cl  -3.0949  7.3318  1.6520  0.53
Cl  -3.1364  4.4532  1.9848  0.52
Cl  -4.8621  6.1380  3.6313  0.55
H  -4.8580  5.8557  1.3042  -0.08
C  -0.1821  1.7908  -4.3739  -1.52
Cl  0.0317  3.4031  -3.6963  0.54
Cl  1.3109  0.8561  -4.2299  0.52
Cl  -1.5200  0.9438  -3.5948  0.48
H  -0.4163  1.8957  -5.4248  0.02
C  6.0511  2.8172  -4.3654  -1.53
Cl  4.3136  2.5666  -4.5747  0.50
Cl  6.3482  4.1566  -3.2566  0.54
Cl  6.8329  1.3455  -3.7954  0.49
H  6.4764  3.0739  -5.3262  0.01
C  -4.6722  -6.0671  -6.8162  -1.55
Cl  -3.8506  -4.5108  -6.6957  0.49
Cl  -3.5703  -7.3861  -6.4263  0.53
Cl  -6.0914  -6.1062  -5.7712  0.53
H  -5.0022  -6.1924  -7.8390  0.01
C  -3.4041  -1.8618  -10.0127  -1.54
Cl  -4.3717  -1.0189  -11.2171  0.51
Cl  -3.7815  -3.5875  -9.9948  0.50
Cl  -1.6806  -1.6087  -10.2928  0.53
H  -3.6504  -1.4555  -9.0398  0.00
C  -5.6008  9.4867  5.2331  -1.57
Cl  -3.8446  9.6081  5.2805  0.52
Cl  -6.2767  9.4798  6.8637  0.52
Cl  -6.2965  10.7930  4.2730  0.52
H  -5.8580  8.5497  4.7584  -0.04
C  -4.1394  4.8390  -1.8117  -1.52
Cl  -3.2647  6.3439  -1.5226  0.54
Cl  -3.0336  3.4843  -1.6390  0.51
Cl  -5.5088  4.6593  -0.7056  0.57
H  -4.5359  4.8553  -2.8177  -0.01
C  -8.2569  -2.2087  -12.2647  -1.55
Cl  -8.2418  -0.5837  -11.5743  0.52
Cl  -6.7969  -3.0868  -11.8176  0.49
Cl  -9.7036  -3.0861  -11.7643  0.53
H  -8.2776  -2.1147  -13.3418  0.01
C  -2.8006  1.4457  7.3310  -1.42
Cl  -2.3835  0.6805  5.7937  0.79
Cl  -2.5826  0.3242  8.6705  0.54
Cl  -1.8413  2.9093  7.5729  0.59
H  -3.8429  1.7317  7.2940  0.02
C  9.8679  -0.6769  -5.8604  -1.55
Cl  11.5706  -0.2253  -5.9150  0.53
Cl  9.2642  -0.6516  -4.2053  0.50
Cl  8.9071  0.3823  -6.8978  0.51
H  9.7750  -1.6864  -6.2368  0.01
C  5.8926  -5.1310  2.6140  -1.55
Cl  6.9247  -4.2910  1.4528  0.53
Cl  5.0112  -6.4441  1.8298  0.53
Cl  6.8433  -5.7282  3.9711  0.51
H  5.1699  -4.4186  2.9938  -0.02
C  9.5750  -3.6947  6.5882  -1.55
Cl  8.5270  -2.9092  5.4097  0.51
Cl  9.1955  -5.4134  6.7262  0.51
Cl  11.2735  -3.4634  6.1722  0.52
H  9.4004  -3.2360  7.5517  0.01
C  -6.4946  -1.7106  4.9234  -1.52
Cl  -7.7048  -0.8889  3.9395  0.54
Cl  -6.5611  -3.4546  4.6775  0.54
Cl  -4.8747  -1.0875  4.5657  0.63
H  -6.7114  -1.5080  5.9634  0.01

Calculated values
E_HOMO   -0.329 Ha
Largest force on an atom   9.3 eV Å⁻¹